(1)
This record from the OMol25 dataset describes a molecular structure, C46H106BF3O34P6V at a distorted geometry. The level of theory is ωB97M-V with the def2-TZVPD basis set.

Its net charge is 0. The value obtained for the LUMO energy (spin up / spin down) is 0.1595 / 0.1590 eV. The HOMO-LUMO gap (spin up / spin down) comes out at 6.391 / 7.725 eV. Its spin multiplicity is 4. The calculation puts the max |F| at 4.5 eV/Å. The energy above the lowest of the compared OMol25 structures with the same formula, charge and spin comes out at 0.0 kJ/mol. As for the expectation value of S²: 3.754.

Element x y z (Å)
V  -0.7580  -2.2071  -1.2252
C  0.2479  0.7013  0.5013
O  0.1882  -0.5096  -0.1889
H  1.2431  1.1154  0.6634
H  -0.3870  1.4532  0.0327
H  -0.1321  0.6407  1.5212
B  -2.8180  -1.7125  -1.7481
H  -2.2863  -2.3738  -2.4145
H  -3.0246  -2.2047  -0.8104
H  -2.1761  -0.8760  -1.5192
H  -3.6885  -1.3760  -2.2897
C  -3.3492  0.2879  0.8126
C  -4.6160  -0.1180  1.5533
O  -4.7040  0.9090  2.5929
C  -3.5867  1.5511  2.6386
O  -3.3010  2.3993  3.4585
O  -2.7508  1.1003  1.7723
F  -4.5163  -1.3257  2.0663
H  -3.5062  0.7271  -0.1725
H  -2.5523  -0.4394  0.6574
H  -5.4386  -0.1462  0.8386
C  1.9513  4.0783  -0.8753
C  3.0219  3.1395  -1.4236
O  3.9661  4.0347  -1.8469
C  3.4234  5.1917  -2.1771
O  3.9898  6.1811  -2.5726
O  2.1338  5.1121  -1.8473
F  2.5033  2.3974  -2.4589
H  2.2605  4.4624  0.0967
H  1.0018  3.5431  -0.8855
H  3.3945  2.4296  -0.6852
C  -1.8393  3.7741  -0.0299
C  -3.1787  4.3748  -0.4817
O  -2.8057  5.1770  -1.5931
C  -1.4776  5.4874  -1.4505
O  -0.8838  6.3042  -2.1257
O  -1.0118  4.7981  -0.4873
F  -3.5635  5.2139  0.5078
H  -1.6861  2.8083  -0.5113
H  -1.5858  3.6128  1.0179
H  -3.8973  3.5878  -0.7104
C  -3.1905  -1.7532  -6.3999
C  -2.3190  -1.7262  -5.1761
O  -0.9164  -1.7022  -5.5310
P  0.2201  -1.2217  -4.4862
O  -0.0420  -1.8619  -3.1838
O  0.2716  0.3939  -4.5298
C  -0.4361  1.1199  -3.6145
C  -0.6206  2.5529  -4.0980
O  1.6145  -1.6546  -5.1255
C  1.9073  -2.9903  -5.4409
C  3.1310  -3.0463  -6.2995
H  -4.2602  -1.8096  -6.1981
H  -3.0183  -0.9615  -7.1291
H  -2.9246  -2.6740  -6.9190
H  -2.6265  -0.8997  -4.5355
H  -2.4352  -2.6178  -4.5600
H  -1.4577  0.7790  -3.4464
H  0.0131  1.0897  -2.6218
H  -1.1398  2.5974  -5.0554
H  -1.1274  3.1773  -3.3623
H  0.2552  3.1293  -4.3960
H  2.1702  -3.6154  -4.5875
H  1.0454  -3.4101  -5.9596
H  3.6604  -3.9949  -6.3888
H  2.8731  -2.7595  -7.3189
H  3.8195  -2.2214  -6.1161
C  4.0662  -6.9790  -0.0007
C  2.9337  -6.3319  -0.7561
O  3.1993  -5.0091  -1.1946
P  2.6620  -3.6838  -0.4669
O  1.2617  -3.3168  -0.7044
O  3.0660  -3.8989  1.0600
C  2.2042  -4.5139  1.9626
C  2.0359  -3.5335  3.1171
O  3.7653  -2.6080  -0.9034
C  3.4614  -1.2957  -1.4170
C  4.4910  -0.7578  -2.4300
H  3.9967  -8.0667  0.0109
H  4.9930  -6.7286  -0.5170
H  4.1760  -6.4526  0.9474
H  2.6545  -7.0114  -1.5614
H  2.0490  -6.4300  -0.1270
H  1.2896  -4.6715  1.3911
H  2.5024  -5.4860  2.3553
H  0.9938  -3.5707  3.4344
H  2.7332  -3.7593  3.9239
H  2.2040  -2.4968  2.8253
H  2.4664  -1.2929  -1.8621
H  3.2377  -0.5541  -0.6501
H  5.3044  -0.3170  -1.8538
H  4.8961  -1.5629  -3.0430
H  4.0461  -0.0601  -3.1394
C  -3.9204  10.9168  5.2516
C  -2.8540  9.8610  5.2471
O  -1.7768  10.1807  4.4144
P  -1.5318  9.5002  2.9443
O  -0.4561  10.1251  2.1779
O  -1.4097  7.8994  3.1425
C  -0.2348  7.1368  3.1877
C  -0.2591  5.9375  2.2661
O  -3.0042  9.7153  2.3352
C  -3.2511  10.0014  0.9743
C  -2.9453  8.7270  0.1128
H  -4.1678  11.1326  4.2122
H  -4.8109  10.5652  5.7725
H  -3.5754  11.7883  5.8080
H  -2.5025  9.7560  6.2734
H  -3.2502  8.8759  5.0005
H  0.6336  7.7157  2.8733
H  -0.0136  6.7519  4.1832
H  -0.4614  6.2580  1.2441
H  0.6331  5.3134  2.3171
H  -1.1646  5.4074  2.5613
H  -4.3225  10.1878  0.9000
H  -2.6768  10.8867  0.7013
H  -1.8660  8.5748  0.1251
H  -3.4534  7.8410  0.4936
H  -3.1491  8.9550  -0.9334
C  4.2587  6.5222  4.5446
C  4.0631  5.9534  3.1542
O  3.1597  4.8708  3.2148
P  3.7788  3.3387  3.1208
O  4.6635  2.9145  4.2289
O  4.5033  3.3474  1.6686
C  5.6525  2.5091  1.4174
C  5.2862  1.0271  1.5745
O  2.3919  2.4916  2.8094
C  1.6127  2.0089  3.9176
C  0.3415  2.9617  4.0859
H  4.9003  7.3989  4.6337
H  3.2804  6.6875  4.9958
H  4.6378  5.6726  5.1126
H  3.5972  6.7083  2.5208
H  4.9572  5.7306  2.5720
H  6.0472  2.8498  0.4602
H  6.4193  2.7202  2.1627
H  6.1627  0.3930  1.4412
H  4.9065  1.0044  2.5959
H  4.4750  0.7554  0.8990
H  1.2744  0.9827  3.7738
H  2.2643  1.9796  4.7909
H  0.5650  3.8849  4.6204
H  -0.2213  3.1629  3.1744
H  -0.4369  2.3843  4.5847
C  -1.1023  -1.0688  4.7366
C  -1.3956  -1.5104  3.3027
O  -1.3338  -2.9111  3.2760
P  -1.6241  -3.8066  1.9066
O  -1.0596  -3.2831  0.6480
O  -3.2456  -4.0127  1.9890
C  -3.9352  -4.5479  0.8850
C  -4.0407  -6.0593  0.9895
O  -0.9975  -5.2320  2.3083
C  -1.3953  -5.8885  3.5358
C  -0.4530  -5.8900  4.6910
H  -0.7259  -0.0460  4.7558
H  -1.8281  -1.0837  5.5496
H  -0.2530  -1.6289  5.1278
H  -2.3282  -1.0530  2.9723
H  -0.6266  -1.2342  2.5813
H  -4.9448  -4.1481  0.9789
H  -3.4607  -4.2987  -0.0642
H  -3.1264  -6.6379  0.8577
H  -4.4392  -6.3375  1.9652
H  -4.7277  -6.2956  0.1769
H  -2.3896  -5.5747  3.8535
H  -1.6942  -6.8765  3.1858
H  -0.7478  -6.6387  5.4263
H  0.5484  -6.0940  4.3119
H  -0.4610  -4.9000  5.1470
C  0.0768  -8.5716  -0.4068
C  -0.4848  -7.1566  -0.7416
O  -0.1269  -6.9039  -2.0616
P  -0.6957  -5.6391  -2.8978
O  -0.9674  -4.4142  -2.0780
O  0.3953  -5.5347  -4.0617
C  0.6746  -6.5726  -4.9556
C  2.0779  -7.1390  -4.5802
O  -1.9193  -6.3251  -3.6159
C  -2.9094  -5.4704  -4.1467
C  -2.5914  -5.1493  -5.6924
H  1.1202  -8.5771  -0.0916
H  -0.5543  -8.7802  0.4571
H  -0.1591  -9.3731  -1.1068
H  -1.5450  -6.9313  -0.6267
H  -0.0987  -6.3822  -0.0787
H  -0.0296  -7.3884  -5.1189
H  0.8417  -6.1192  -5.9326
H  2.5922  -7.8189  -5.2594
H  2.7893  -6.3131  -4.5783
H  2.0636  -7.6893  -3.6395
H  -3.8603  -5.9880  -4.0201
H  -3.1088  -4.5505  -3.5971
H  -3.4776  -4.8658  -6.2603
H  -1.8767  -4.3264  -5.7069
H  -2.1506  -6.0681  -6.0791

Results of the Löwdin charge analysis, in e, for atoms 1 through 99: 0.7484, -0.2816, -0.3949, 0.0514, 0.0325, 0.0391, -0.4741, -0.0728, -0.0351, -0.0439, -0.0059, -0.0652, -0.2587, 0.1823, -0.6588, 0.1379, 0.0574, 0.1075, 0.1398, 0.1147, 0.1734, -0.0235, -0.3122, 0.1519, -0.5599, 0.1679, 0.0823, 0.0590, 0.1412, 0.1255, 0.1516, -0.0622, -0.2743, 0.1285, -0.5862, 0.1615, 0.0461, 0.0769, 0.1114, 0.1319, 0.1661, -0.0587, -0.2613, -0.1663, 0.5384, -0.2517, -0.1226, -0.3118, -0.0429, -0.1389, -0.2909, -0.0665, 0.0895, 0.0840, 0.0549, 0.1082, 0.0843, 0.1123, 0.1116, 0.0792, 0.0683, 0.0803, 0.1141, 0.1146, 0.0806, 0.0766, 0.0827, -0.0556, -0.2925, -0.1397, 0.4874, -0.2251, -0.1598, -0.2897, -0.0341, -0.1441, -0.2418, -0.0450, 0.0845, 0.0845, 0.0684, 0.0987, 0.0847, 0.0792, 0.1169, 0.0434, 0.0827, 0.0889, 0.0892, 0.1003, 0.0665, 0.0717, 0.0731, -0.0725, -0.3224, -0.1735, 0.4734, -0.2154, -0.1621

(2)
This record from the OMol25 dataset describes a single C5H9NO molecule. The level of theory is ωB97M-V with the def2-TZVPD basis set.

Its net charge is 0. The value obtained for the LUMO energy is 1.0668 eV. The HOMO-LUMO gap comes out at 10.498 eV. The calculation puts the max |F| at 0.6 eV/Å. The energy above the lowest of the compared OMol25 structures with the same formula, charge and spin comes out at 280.1 kJ/mol.

Element x y z (Å)
C  -1.5601  -1.2816  -0.1589
C  -0.5906  -0.2295  -0.6635
C  -0.7195  1.2498  -0.1891
C  0.8261  1.3399  -0.0725
C  0.8014  -0.1663  -0.0771
N  1.4755  -1.0656  0.5060
O  2.6087  -0.5060  1.1055
H  -2.5679  -1.1030  -0.5502
H  -1.6060  -1.2722  0.9354
H  -1.2448  -2.2822  -0.4718
H  -0.5325  -0.2509  -1.7603
H  -1.2197  1.9525  -0.8600
H  -1.1869  1.2958  0.8002
H  1.2663  1.8094  0.8100
H  1.2907  1.7528  -0.9746
H  2.9594  -1.2427  1.6207

For reference, the natural (NBO) charges in units of e are: -0.6065, -0.2457, -0.3854, -0.4682, 0.2333, -0.1474, -0.5797, 0.2103, 0.2105, 0.2212, 0.2139, 0.2083, 0.2047, 0.2312, 0.2249, 0.4744

(3)
This record from the OMol25 dataset describes 2 unconnected molecules or ions with the total composition C3H10N2S at a distorted geometry. The level of theory is ωB97M-V with the def2-TZVPD basis set.

Its net charge is 0. The value obtained for the LUMO energy is -1.5955 eV. The HOMO-LUMO gap comes out at 7.222 eV. The calculation puts the max |F| at 7.4 eV/Å. The energy above the lowest of the compared OMol25 structures with the same formula, charge and spin comes out at 629.8 kJ/mol.

Element x y z (Å)
C  -0.7437  0.7873  -1.2585
C  -0.1077  -0.3864  -0.2346
C  0.4144  0.0203  1.2707
H  0.7679  1.2419  -2.2556
H  0.1260  2.5383  -2.0648
H  -1.3058  0.3226  -2.0003
H  -1.5507  1.3167  -0.6771
H  1.0379  -0.4476  -0.6235
H  -1.4318  -1.7107  1.9068
H  0.9214  0.9108  1.1527
H  -0.4270  0.1978  2.1061
H  1.8697  -1.6983  1.1358
H  0.1688  -1.8416  1.5560
N  0.2765  1.5927  -1.5323
N  1.1738  -1.1772  1.7888
S  -1.1897  -1.6667  -0.2702

For reference, the natural (NBO) charges in units of e are: -0.1965, -0.5105, -0.1888, 0.3469, 0.3620, 0.1665, 0.1867, 0.2242, 0.0672, 0.2051, 0.1956, 0.3589, 0.3348, -0.8265, -0.8638, 0.1381

(4)
This record from the OMol25 dataset describes a single C19H24N4O2S molecule at a distorted geometry. The level of theory is ωB97M-V with the def2-TZVPD basis set.

Its net charge is 0. The value obtained for the LUMO energy is 0.4934 eV. The HOMO-LUMO gap comes out at 8.556 eV. The calculation puts the max |F| at 1.4 eV/Å. The energy above the lowest of the compared OMol25 structures with the same formula, charge and spin comes out at 5.6 kJ/mol.

Element x y z (Å)
C  -2.5242  -4.1270  -0.0450
C  -3.6386  -3.3438  -0.7280
C  -3.4113  -1.8312  -0.7414
C  -3.3814  -1.1965  0.6540
C  -1.9683  -0.9576  1.1935
N  -1.2600  0.0221  0.4114
C  -0.2645  -0.1791  -0.4776
S  0.4073  -1.7425  -0.8002
C  1.9221  -1.2281  -1.6895
C  2.8319  -0.4416  -0.8034
C  3.1813  0.8593  -1.1335
C  4.0103  1.5830  -0.2939
C  4.4883  1.0165  0.8729
C  4.1479  -0.2871  1.2187
C  4.6816  -0.9004  2.4772
C  3.3179  -1.0034  0.3708
N  0.1594  0.9330  -1.0587
C  -0.5963  1.9082  -0.5160
C  -1.5004  1.3824  0.3985
C  -2.4150  2.2106  1.1200
O  -3.2481  1.8928  1.9435
N  -2.2385  3.5455  0.7473
C  -1.3528  4.1163  -0.1478
O  -1.3312  5.3103  -0.3415
N  -0.5115  3.2378  -0.7946
C  0.4722  3.7240  -1.7354
H  -2.6877  -5.1950  -0.1708
H  -1.5591  -3.8737  -0.4786
H  -2.4949  -3.9167  1.0210
H  -4.5883  -3.5574  -0.2319
H  -3.7250  -3.6840  -1.7624
H  -4.2178  -1.3771  -1.3209
H  -2.4772  -1.6176  -1.2649
H  -3.8930  -0.2330  0.6433
H  -3.9110  -1.8340  1.3624
H  -2.0401  -0.5783  2.2167
H  -1.3780  -1.8758  1.1788
H  2.3738  -2.1688  -2.0072
H  1.6020  -0.6508  -2.5544
H  2.8015  1.3004  -2.0419
H  4.2833  2.5965  -0.5501
H  5.1309  1.5885  1.5267
H  4.1853  -1.8429  2.6937
H  4.5418  -0.2270  3.3209
H  5.7504  -1.0895  2.3767
H  3.0330  -2.0150  0.6273
H  -2.8465  4.2117  1.2112
H  0.3385  4.7999  -1.8278
H  1.4736  3.4970  -1.3691
H  0.3266  3.2391  -2.7003

For reference, the natural (NBO) charges in units of e are: -0.6140, -0.3867, -0.4054, -0.4148, -0.2132, -0.3202, 0.2435, 0.2657, -0.5186, -0.0518, -0.1959, -0.2084, -0.2086, -0.0163, -0.6301, -0.1733, -0.5325, 0.3715, -0.1129, 0.6556, -0.6156, -0.6362, 0.7917, -0.6292, -0.4158, -0.4123, 0.2131, 0.2053, 0.1954, 0.1939, 0.2011, 0.2118, 0.1975, 0.2315, 0.2105, 0.2316, 0.2170, 0.2399, 0.2460, 0.2157, 0.2117, 0.2082, 0.2138, 0.2195, 0.2205, 0.2016, 0.4313, 0.2496, 0.2075, 0.2096

Question: The highest max |F| belongs to which entry?
Answer: C3H10N2S

Question: Which formula does entry 2 have?
Answer: C5H9NO

Please write out number 3 again, unchanged.
This record from the OMol25 dataset describes 2 unconnected molecules or ions with the total composition C3H10N2S at a distorted geometry. The level of theory is ωB97M-V with the def2-TZVPD basis set.

Its net charge is 0. The value obtained for the LUMO energy is -1.5955 eV. The HOMO-LUMO gap comes out at 7.222 eV. The calculation puts the max |F| at 7.4 eV/Å. The energy above the lowest of the compared OMol25 structures with the same formula, charge and spin comes out at 629.8 kJ/mol.

Element x y z (Å)
C  -0.7437  0.7873  -1.2585
C  -0.1077  -0.3864  -0.2346
C  0.4144  0.0203  1.2707
H  0.7679  1.2419  -2.2556
H  0.1260  2.5383  -2.0648
H  -1.3058  0.3226  -2.0003
H  -1.5507  1.3167  -0.6771
H  1.0379  -0.4476  -0.6235
H  -1.4318  -1.7107  1.9068
H  0.9214  0.9108  1.1527
H  -0.4270  0.1978  2.1061
H  1.8697  -1.6983  1.1358
H  0.1688  -1.8416  1.5560
N  0.2765  1.5927  -1.5323
N  1.1738  -1.1772  1.7888
S  -1.1897  -1.6667  -0.2702

For reference, the natural (NBO) charges in units of e are: -0.1965, -0.5105, -0.1888, 0.3469, 0.3620, 0.1665, 0.1867, 0.2242, 0.0672, 0.2051, 0.1956, 0.3589, 0.3348, -0.8265, -0.8638, 0.1381